[1]
A structure of composition C36H40As2F4GeN2O8Pd in a non-equilibrium geometry. Source: OMol25; level of theory: ωB97M-V with the def2-TZVPD basis set.

Values from the calculation:
Energy relative to the best compared isomer or geometry (same formula, charge and spin) in eV: 2.9447
HOMO in Ha: -0.2723
HOMO-LUMO gap in eV: 6.620

CARTESIAN COORDINATES (ANGSTROEM)
1 Pd -0.70 0.30 -1.66
2 As 1.18 -1.41 4.23
3 As 1.27 -1.01 0.21
4 Ge -2.71 1.00 -0.69
5 F 0.61 1.91 -0.87
6 F 3.18 0.67 -4.68
7 F 2.19 4.12 -0.58
8 F 4.71 2.84 -4.33
9 O -1.70 -1.98 3.32
10 O 2.26 1.95 2.59
11 O -1.51 -1.32 1.22
12 O 1.29 -3.87 -0.39
13 O 3.20 -4.39 0.54
14 O 2.87 -4.27 4.29
15 O 3.22 -0.02 2.70
16 O 1.15 -5.01 3.15
17 N -1.31 -1.28 -2.77
18 N 1.03 0.16 -2.80
19 C 1.70 -2.74 2.79
20 C -5.79 2.50 -3.30
21 C 2.09 -3.67 0.50
22 C 3.83 -3.25 4.60
23 C 3.12 -0.46 -0.19
24 C 3.48 3.54 -2.46
25 C -3.67 2.95 -4.33
26 C -1.56 4.85 1.92
27 C 0.14 -0.61 2.80
28 C -2.29 2.59 0.43
29 C -0.02 -2.57 5.28
30 C -1.26 4.78 0.56
31 C -1.08 -1.32 2.35
32 C 1.65 2.17 -1.76
33 C -3.74 1.83 -2.18
34 C 4.26 -4.12 1.46
35 C 0.94 -0.87 -3.82
36 C -2.57 2.67 1.79
37 C -2.21 3.79 2.53
38 C 1.08 2.73 2.35
39 C 1.88 -4.09 3.40
40 C 2.44 3.28 -1.59
41 C 2.91 1.51 -3.66
42 C -2.82 -2.77 2.92
43 C -5.13 1.91 -2.22
44 C -3.02 2.35 -3.26
45 C -5.05 3.02 -4.35
46 C 2.23 0.63 2.44
47 C 0.99 -0.02 1.91
48 C 3.70 2.63 -3.48
49 C 1.80 -2.56 1.47
50 C -2.02 -2.30 -1.98
51 C -2.16 -0.87 -3.90
52 C -1.63 3.67 -0.17
53 C -0.04 -1.89 -3.27
54 C 1.84 1.21 -2.79
55 H 4.11 4.41 -2.35
56 H -2.21 -3.19 -2.59
57 H 1.90 -1.37 -3.99
58 H -0.29 -2.65 -4.02
59 H 3.17 0.63 -0.24
60 H 0.89 2.85 1.29
61 H 5.18 -4.35 0.94
62 H -3.16 -3.28 3.82
63 H -1.28 5.72 2.50
64 H 4.78 -3.74 4.74
65 H 3.40 -0.86 -1.16
66 H 3.54 -2.74 5.52
67 H -1.42 3.63 -1.23
68 H -3.08 -0.44 -3.54
69 H -2.39 -1.75 -4.52
70 H -5.71 1.51 -1.40
71 H -1.94 2.28 -3.26
72 H -0.75 5.61 0.08
73 H -2.45 3.84 3.59
74 H -1.42 -2.57 -1.12
75 H 3.91 -2.51 3.80
76 H -3.82 0.32 0.14
77 H -2.51 -3.49 2.17
78 H 4.27 -3.07 1.76
79 H -2.97 -1.90 -1.63
80 H 1.27 3.70 2.79
81 H -1.64 -0.14 -4.52
82 H 4.17 -4.76 2.33
83 H 0.20 2.29 2.83
84 H 0.57 -2.96 6.11
85 H 0.61 -0.46 -4.78
86 H -0.83 -1.97 5.69
87 H 0.43 -2.39 -2.42
88 H -0.43 -3.40 4.71
89 H -3.08 1.84 2.28
90 H -3.61 -2.14 2.51
91 H -3.09 3.36 -5.16
92 H -5.56 3.48 -5.19
93 H 3.83 -0.79 0.57
94 H -6.87 2.55 -3.31

=====

[2]
A cluster of 2 separate species, C5H10O2 in total. Source: OMol25; level of theory: ωB97M-V with the def2-TZVPD basis set.

Values from the calculation:
Energy relative to the best compared isomer or geometry (same formula, charge and spin) in eV: 2.0976
HOMO in Ha: -0.3554
SMILES: C/C=C\CC=O.O
HOMO-LUMO gap in eV: 10.381

CARTESIAN COORDINATES (ANGSTROEM)
1 O 0.41 -0.33 -2.13
2 O 1.97 -1.28 0.25
3 C -0.39 0.79 1.08
4 C -0.86 -0.44 0.86
5 C -0.68 -0.42 -1.62
6 C -0.98 -1.26 -0.41
7 C 0.51 1.73 0.32
8 H 1.89 -0.53 0.85
9 H -2.02 -1.60 -0.46
10 H 0.83 1.40 -0.67
11 H 1.62 -0.95 -0.59
12 H -0.32 -2.14 -0.40
13 H 0.06 2.73 0.22
14 H 1.41 1.86 0.93
15 H -0.62 1.17 2.07
16 H -1.29 -0.94 1.72
17 H -1.53 0.18 -2.01

=====

[3]
The ion C12H19N2 with charge +1 in a non-equilibrium geometry. Source: OMol25; level of theory: ωB97M-V with the def2-TZVPD basis set.

Values from the calculation:
Energy relative to the best compared isomer or geometry (same formula, charge and spin) in eV: 3.1541
HOMO in Ha: -0.4269
Charge: +1
SMILES: NC[C@@H]1CCC[N@@H+]1C1C=CC=CC=C1
HOMO-LUMO gap in eV: 8.359

CARTESIAN COORDINATES (ANGSTROEM)
1 N 1.22 2.60 -0.78
2 N 0.28 -0.25 0.50
3 C -1.12 -1.57 -0.94
4 C -2.44 1.24 -1.14
5 C -2.44 -1.83 -0.99
6 C 2.11 1.54 -0.32
7 C -0.36 -0.29 -0.80
8 C -3.57 -0.97 -1.02
9 C 0.51 -1.57 1.26
10 C -3.57 0.40 -1.08
11 C 1.85 -1.46 1.96
12 C -1.12 0.98 -1.05
13 C 2.55 -0.22 1.42
14 C 1.50 0.70 0.80
15 H -2.71 -2.89 -0.99
16 H 3.12 0.32 2.19
17 H 3.01 2.01 0.13
18 H -0.47 -2.46 -1.00
19 H 0.49 -0.29 -1.50
20 H -4.54 -1.47 -1.01
21 H -4.54 0.90 -1.11
22 H 0.50 -2.42 0.58
23 H 0.97 3.24 -0.02
24 H -0.41 0.16 1.13
25 H -2.70 2.30 -1.30
26 H 2.45 0.91 -1.16
27 H 1.12 1.39 1.57
28 H -0.45 1.83 -1.21
29 H 1.64 3.12 -1.54
30 H -0.32 -1.68 1.98
31 H 3.28 -0.51 0.64
32 H 2.45 -2.36 1.77
33 H 1.71 -1.42 3.04

=====

[4]
A structure of composition C13H29N5O3PPdS. Source: OMol25; level of theory: ωB97M-V with the def2-TZVPD basis set.

Values from the calculation:
Energy relative to the best compared isomer or geometry (same formula, charge and spin) in eV: 0.4332
HOMO in Ha: -0.3407
Charge: +1
HOMO-LUMO gap in eV: 6.003

CARTESIAN COORDINATES (ANGSTROEM)
1 Pd -0.12 1.51 0.03
2 S 0.71 2.49 -2.24
3 P -0.82 1.91 2.03
4 O -0.95 3.45 2.54
5 O -2.32 1.34 2.26
6 O -0.18 1.31 3.40
7 N -0.98 -0.14 -1.54
8 N -2.29 -4.32 -2.49
9 N 2.79 2.10 -0.69
10 N 3.22 1.88 -2.98
11 N -1.47 -1.76 0.81
12 C -1.66 -3.18 -1.70
13 C -0.95 -3.75 -0.48
14 C 1.18 1.62 3.68
15 C 0.59 -1.77 -0.56
16 C -0.36 -2.58 0.33
17 C -0.08 -1.24 -1.83
18 C 4.46 1.57 -2.66
19 C 4.94 1.48 -1.34
20 C -1.25 4.47 1.59
21 C 2.34 2.14 -1.99
22 C -0.73 -2.40 -2.61
23 C -3.03 1.56 3.48
24 C 4.05 1.77 -0.36
25 H -2.82 0.75 4.18
26 H -0.73 4.29 0.65
27 H 2.05 2.34 -0.01
28 H -2.50 -2.56 -1.36
29 H 0.06 -3.07 -2.97
30 H -2.74 2.51 3.94
31 H -1.15 -0.81 1.04
32 H 4.29 1.76 0.69
33 H -1.64 -4.32 0.14
34 H 1.28 2.64 4.05
35 H -1.27 -2.00 -3.47
36 H 0.99 -0.93 0.01
37 H -1.18 0.41 -2.36
38 H -1.56 -4.95 -2.83
39 H -0.92 5.42 2.01
40 H -0.14 -4.42 -0.80
41 H 0.23 -3.01 1.14
42 H -4.09 1.58 3.25
43 H 1.42 -2.42 -0.84
44 H -1.83 -0.42 -1.07
45 H 5.13 1.39 -3.50
46 H -1.88 -2.14 1.64
47 H -2.93 -4.86 -1.91
48 H 5.96 1.22 -1.13
49 H 1.79 1.51 2.78
50 H -2.33 4.51 1.40
51 H 0.70 -0.82 -2.48
52 H -2.80 -3.97 -3.30
53 H 1.53 0.91 4.43

=====

[5]
A structure of composition H26NeO13 in a non-equilibrium geometry. Source: OMol25; level of theory: ωB97M-V with the def2-TZVPD basis set.

Values from the calculation:
Energy relative to the best compared isomer or geometry (same formula, charge and spin) in eV: 1.5418
HOMO in Ha: -0.3692
HOMO-LUMO gap in eV: 9.589

CARTESIAN COORDINATES (ANGSTROEM)
1 Ne 10.38 18.90 18.38
2 O 9.94 15.07 18.65
3 O 10.67 21.09 20.37
4 O 8.29 17.21 19.77
5 O 12.98 18.34 17.25
6 O 7.19 17.25 16.65
7 O 7.98 21.90 18.70
8 O 6.19 18.84 19.04
9 O 7.85 19.72 21.34
10 O 13.50 15.78 18.13
11 O 11.48 19.89 15.46
12 O 9.16 19.49 14.04
13 O 12.75 19.19 20.02
14 O 7.86 19.90 16.36
15 H 10.83 21.98 20.07
16 H 7.59 18.10 16.50
17 H 10.74 14.54 18.65
18 H 8.34 22.61 18.16
19 H 8.75 19.65 14.88
20 H 8.13 20.65 16.87
21 H 12.76 15.23 17.87
22 H 9.67 15.09 17.73
23 H 6.89 19.19 19.58
24 H 12.27 18.83 16.84
25 H 8.73 18.70 13.70
26 H 13.26 16.66 17.87
27 H 9.72 20.99 20.35
28 H 7.86 16.61 16.40
29 H 8.71 19.48 21.67
30 H 7.83 20.67 21.35
31 H 7.94 22.27 19.58
32 H 12.64 18.71 19.20
33 H 13.76 18.88 17.11
34 H 10.74 19.57 14.95
35 H 6.60 18.13 18.55
36 H 11.94 20.49 14.88
37 H 7.72 16.70 20.34
38 H 12.08 19.87 20.00
39 H 8.59 16.59 19.10
40 H 6.93 20.06 16.17

=====

[6]
A structure of composition C16H14N3O5RuS2 in a non-equilibrium geometry. Source: OMol25; level of theory: ωB97M-V with the def2-TZVPD basis set.

Values from the calculation:
Multiplicity: 5
HOMO (alpha / beta) in Ha: -0.6751 / -0.6795
Charge: +3
⟨S²⟩: 6.05
HOMO-LUMO gap (alpha / beta) in eV: 7.924 / 5.591

CARTESIAN COORDINATES (ANGSTROEM)
1 Ru -0.57 -0.99 0.11
2 S 1.74 -0.25 0.43
3 S 3.30 -2.94 0.08
4 O -2.32 0.29 3.87
5 O -2.31 -1.94 -0.70
6 O -1.26 -0.89 2.38
7 O -0.76 2.46 -2.61
8 O -0.40 0.35 -1.96
9 N -1.62 0.84 0.40
10 N 0.71 -2.58 0.08
11 N -3.59 -2.61 -2.41
12 C -4.43 -2.89 -0.16
13 C -3.37 -2.45 -1.12
14 C 2.25 -4.32 0.01
15 C 1.89 -1.93 0.17
16 C -3.29 3.05 0.66
17 C -1.74 1.73 -0.59
18 C -3.13 2.16 1.71
19 C -1.93 0.09 2.66
20 C 0.87 -3.92 0.05
21 C 1.62 -6.62 0.05
22 C 2.62 -5.66 -0.03
23 C -0.12 -4.91 0.10
24 C -0.90 1.45 -1.81
25 C -2.27 1.07 1.56
26 C 0.27 -6.24 0.13
27 C -2.56 2.86 -0.50
28 H -2.89 -2.32 -3.09
29 H -1.16 -4.62 0.15
30 H -0.48 -7.02 0.21
31 H -3.68 2.33 2.63
32 H 1.89 -7.66 0.05
33 H -2.81 1.10 4.11
34 H -5.22 -2.13 -0.14
35 H -0.21 2.32 -3.41
36 H -4.44 -3.01 -2.77
37 H -4.89 -3.82 -0.47
38 H 3.66 -5.96 -0.10
39 H -3.96 3.89 0.75
40 H -4.03 -2.98 0.85
41 H -2.62 3.54 -1.33

=====

[7]
The ion C4H6N3O with charge +1 in a non-equilibrium geometry. Source: OMol25; level of theory: ωB97M-V with the def2-TZVPD basis set.

Values from the calculation:
Energy relative to the best compared isomer or geometry (same formula, charge and spin) in eV: 3.3186
HOMO (alpha / beta) in Ha: -0.5110 / -0.5593
Charge: +1
HOMO-LUMO gap (alpha / beta) in eV: 7.215 / 9.806

CARTESIAN COORDINATES (ANGSTROEM)
1 O 1.03 1.78 -0.55
2 N -3.04 -0.27 0.00
3 N -1.00 0.92 -0.08
4 N 0.44 -1.46 0.61
5 C 1.05 -0.47 0.35
6 C -1.79 -0.08 0.10
7 C 0.39 0.86 -0.08
8 C 2.65 -0.56 0.14
9 H 3.12 -1.36 0.71
10 H 2.87 0.36 0.49
11 H 2.74 -0.72 -0.99
12 H -1.30 1.89 -0.36
13 H -3.48 -1.11 0.41
14 H -3.68 0.20 -0.74

=====

[8]
A structure of composition C37H30N4RuS6. Source: OMol25; level of theory: ωB97M-V with the def2-TZVPD basis set.

Values from the calculation:
HOMO in Ha: -0.4700
Charge: +2
HOMO-LUMO gap in eV: 6.272

CARTESIAN COORDINATES (ANGSTROEM)
1 Ru 2.52 -1.10 1.23
2 S 2.37 -2.35 -0.60
3 S 2.59 -5.17 0.46
4 S 2.13 1.12 -0.75
5 S 4.08 -2.70 1.52
6 S -0.41 -1.66 1.41
7 S -0.69 0.50 -0.38
8 N -0.81 -1.03 -0.03
9 N 2.64 0.67 0.61
10 N 0.89 -1.20 2.10
11 N 0.57 1.03 -1.08
12 C -1.69 -1.32 2.58
13 C 2.10 -0.23 -3.16
14 C 3.12 5.49 -1.16
15 C 1.98 3.53 -1.98
16 C -1.03 -5.30 -0.23
17 C -0.42 -4.17 2.24
18 C 3.03 -3.63 0.43
19 C 4.90 -0.24 -3.23
20 C 2.50 2.84 -0.89
21 C -2.01 3.04 3.09
22 C -0.24 2.24 1.68
23 C -3.21 2.25 -2.92
24 C -0.59 -3.39 1.10
25 C 3.63 4.77 -0.09
26 C -3.71 -0.83 4.36
27 C 3.32 3.42 0.06
28 C -3.99 -1.50 3.17
29 C -1.18 1.51 0.98
30 C 2.86 0.36 -2.16
31 C -3.21 -0.12 -3.43
32 C -2.42 -0.41 4.65
33 C 2.77 -0.84 -4.21
34 C -3.65 1.17 -3.69
35 C 4.16 -0.85 -4.24
36 C -0.59 -5.54 2.13
37 C -1.39 -0.65 3.75
38 C -2.98 -1.76 2.27
39 C -2.95 2.30 2.37
40 C -0.88 -3.93 -0.14
41 C -2.32 -0.35 -2.39
42 C -0.67 3.01 2.75
43 C -2.32 2.04 -1.88
44 C 2.30 4.87 -2.11
45 C -1.91 0.74 -1.63
46 C -2.54 1.51 1.31
47 C 4.25 0.37 -2.18
48 C -0.91 -6.10 0.90
49 H -2.21 0.10 5.58
50 H -4.51 -0.64 5.07
51 H -1.96 -1.34 -2.17
52 H -0.37 -0.35 3.96
53 H 4.27 5.25 0.64
54 H 3.70 2.84 0.89
55 H 0.05 3.59 3.31
56 H 1.92 5.44 -2.94
57 H -0.48 -6.17 3.00
58 H 4.67 -1.33 -5.06
59 H -1.04 -7.17 0.81
60 H -3.56 3.25 -3.13
61 H 4.81 0.84 -1.38
62 H -3.55 -0.94 -4.03
63 H -3.17 -2.30 1.35
64 H 3.38 6.53 -1.27
65 H -5.00 -1.83 2.96
66 H -3.25 0.93 0.74
67 H 0.81 2.22 1.41
68 H -1.97 2.87 -1.28
69 H -0.17 -3.73 3.20
70 H -0.98 -3.29 -1.00
71 H -3.99 2.33 2.64
72 H -4.35 1.35 -4.50
73 H -1.26 -5.75 -1.19
74 H 2.21 -1.31 -5.00
75 H -2.34 3.66 3.92
76 H 5.98 -0.25 -3.27
77 H 1.35 3.04 -2.71
78 H 1.02 -0.22 -3.12

=====

[9]
An isolated molecule of C2H6N4S in a non-equilibrium geometry. Source: OMol25; level of theory: ωB97M-V with the def2-TZVPD basis set.

Values from the calculation:
Energy relative to the best compared isomer or geometry (same formula, charge and spin) in eV: 3.0410
HOMO in Ha: -0.3273
SMILES: [H]/N=C(/N)N(N)C=S
HOMO-LUMO gap in eV: 8.395

CARTESIAN COORDINATES (ANGSTROEM)
1 S -2.27 -0.25 -0.22
2 N 2.32 -0.48 -0.21
3 N 0.31 0.55 -0.10
4 N 1.01 1.87 0.07
5 N 0.65 -1.84 0.33
6 C -1.10 0.75 0.39
7 C 0.99 -0.67 -0.01
8 H -0.34 -1.76 0.77
9 H 2.63 -1.56 -0.33
10 H 2.57 0.34 -0.80
11 H 1.66 2.18 -0.68
12 H 1.56 1.79 0.82
13 H -1.11 1.80 0.81

=====

[10]
A structure of composition C33H38Br2CaF6N6O5S3Si in a non-equilibrium geometry. Source: OMol25; level of theory: ωB97M-V with the def2-TZVPD basis set.

Values from the calculation:
HOMO in Ha: -0.0358
Charge: -2
HOMO-LUMO gap in eV: 4.708

CARTESIAN COORDINATES (ANGSTROEM)
1 Br 3.75 -0.80 -2.34
2 Br 2.86 -3.83 0.30
3 Ca 1.24 0.00 -0.38
4 S 3.91 0.36 1.40
5 S 0.85 1.25 -3.25
6 S 4.39 0.87 4.10
7 Si -2.62 0.34 -0.28
8 F 4.33 3.48 4.46
9 F 6.03 -1.21 1.31
10 F 6.23 2.72 3.75
11 F 5.64 2.40 5.80
12 F 5.90 0.17 -0.34
13 F 6.53 0.88 1.59
14 O 3.31 -0.94 1.57
15 O -0.87 -5.20 3.61
16 O 5.45 -0.11 4.11
17 O 3.32 0.75 5.03
18 O 3.42 1.08 0.24
19 N 3.91 1.29 2.65
20 N 0.71 0.93 1.84
21 N 2.16 3.53 -3.67
22 N 1.48 3.30 -1.54
23 N 1.06 2.44 -0.57
24 N 0.57 -2.41 0.91
25 C -0.62 -2.24 1.50
26 C -3.65 -1.32 -0.10
27 C 0.27 0.98 4.19
28 C 5.71 0.04 0.97
29 C -1.17 -3.13 2.40
30 C -0.43 -2.48 -2.04
31 C 0.83 3.01 0.56
32 C -2.71 2.34 -2.35
33 C 3.46 -1.97 -4.84
34 C -3.04 0.79 2.46
35 C -0.38 -3.56 -4.19
36 C 0.81 -1.87 -2.15
37 C 0.61 2.27 1.80
38 C 0.32 3.01 2.95
39 C -3.31 0.97 -2.02
40 C -1.02 -3.31 -3.01
41 C 1.48 -2.20 -3.38
42 C 0.56 0.32 3.02
43 C 2.80 -1.75 -3.67
44 C -4.82 1.05 -2.20
45 C 1.58 -3.23 -5.63
46 C -0.43 -4.26 2.72
47 C -3.56 1.38 1.15
48 C -5.08 1.33 1.21
49 C -3.13 2.85 1.11
50 C 5.19 2.46 4.54
51 C 1.24 -3.51 1.22
52 C 0.14 2.36 4.16
53 C 2.83 -2.73 -5.85
54 C -2.78 -0.04 -3.05
55 C 0.90 -3.00 -4.41
56 C 1.52 2.72 -2.75
57 C 0.80 -4.47 2.12
58 H 3.34 -2.90 -6.79
59 H 1.08 -3.83 -6.39
60 H 2.44 3.04 -4.50
61 H -2.05 2.95 0.97
62 H -0.08 2.92 5.05
63 H -0.83 -4.17 -4.97
64 H -3.33 -0.26 2.59
65 H 0.88 4.09 0.62
66 H -2.01 -3.73 -2.83
67 H -2.96 2.61 -3.39
68 H -1.63 2.34 -2.26
69 H 4.46 -1.59 -4.99
70 H -5.44 1.84 2.12
71 H 0.18 0.42 5.11
72 H -5.27 1.85 -1.59
73 H -1.95 0.83 2.51
74 H -3.43 1.35 3.33
75 H -3.61 3.39 0.30
76 H -4.73 -1.20 -0.25
77 H -3.17 -1.04 -2.88
78 H 0.73 -0.75 3.02
79 H -5.33 0.12 -1.95
80 H -3.51 -1.77 0.89
81 H -1.69 -0.10 -3.03
82 H -3.08 0.27 -4.06
83 H -3.40 3.35 2.05
84 H 1.39 -5.34 2.34
85 H -5.46 0.31 1.24
86 H -3.30 -2.06 -0.83
87 H -2.15 -2.94 2.83
88 H -1.16 -1.34 1.20
89 H 2.84 4.16 -3.27
90 H -1.73 -4.92 3.95
91 H -5.06 1.28 -3.25
92 H -1.04 -2.28 -1.16
93 H -3.11 3.12 -1.70
94 H 0.25 4.08 2.87
95 H -5.55 1.83 0.36

=====

[11]
The ion C5H8N with charge +1 in a non-equilibrium geometry. Source: OMol25; level of theory: ωB97M-V with the def2-TZVPD basis set.

Values from the calculation:
Energy relative to the best compared isomer or geometry (same formula, charge and spin) in eV: 2.8244
HOMO in Ha: -0.5833
Charge: +1
SMILES: C=[N+]=C1CCC1
HOMO-LUMO gap in eV: 10.613

CARTESIAN COORDINATES (ANGSTROEM)
1 N -0.34 -0.92 -1.31
2 C 0.64 1.13 -0.12
3 C -0.48 -1.70 -2.32
4 C 0.49 0.88 1.45
5 C -0.12 -0.22 -0.34
6 C -0.59 -0.24 1.08
7 H 0.09 1.87 -0.63
8 H -1.61 -0.02 0.87
9 H 0.23 -2.33 -2.78
10 H 1.67 1.20 -0.46
11 H -0.40 -1.12 1.71
12 H 0.19 1.71 2.11
13 H 1.44 0.46 1.73
14 H -1.44 -1.78 -2.82

=====

Number 1: energy -9182.87611 Eh. Number 2: energy -346.94835 Eh. Number 3: energy -577.84687 Eh. Number 4: energy -1879.52420 Eh. Number 5: energy -1122.64343 Eh. Number 6: energy -2048.89193 Eh. Number 7: energy -395.12664 Eh. Number 8: energy -4130.21625 Eh. Number 9: energy -696.91431 Eh. Number 10: energy -9894.06737 Eh. Number 11: energy -249.72135 Eh.